[1]
Formula: C4H7NO
Source: the Open Molecules 2025 dataset
Level of theory: the ωB97M-V functional and the def2-TZVPD basis

The geometry in XYZ format:
```
13
Properties=species:S:1:pos:R:3:mulliken_charge:R:1
C -1.35 0.72 -0.06 -0.461
N 1.85 -0.07 -0.51 -0.367
C 1.03 0.01 0.54 0.475
H 1.48 -0.29 -1.42 0.199
H -0.79 -0.88 -1.50 0.161
H -0.97 1.48 -0.73 0.246
H 0.36 0.04 2.03 0.503
C -1.24 -0.71 -0.51 -0.581
H -2.23 1.03 0.50 0.208
C -0.39 -0.24 0.64 -0.318
O 1.47 0.30 1.72 -0.534
H -2.05 -1.40 -0.29 0.220
H 2.85 0.01 -0.41 0.249
```

The value obtained for the LUMO energy is 0.76 eV. For the total energy, the calculation gives -286.4940 a.u. The value obtained for the energy relative to the best compared isomer or geometry (same formula, charge and spin) is 86.4 kcal per mole.

[2]
Formula: C6H11NO2
Source: the Open Molecules 2025 dataset
Level of theory: the ωB97M-V functional and the def2-TZVPD basis

The geometry in XYZ format:
```
20
Properties=species:S:1:pos:R:3:mulliken_charge:R:1
H 0.48 -1.77 -1.62 0.355
H 2.56 -0.01 -0.57 0.243
H 0.94 -0.20 -2.31 0.440
H -1.10 1.63 -1.86 0.304
C -1.45 0.18 0.82 0.555
H 2.12 0.11 1.06 0.226
C -0.70 2.15 -0.99 -0.764
H 0.05 -2.61 1.61 0.317
C -0.40 -0.63 0.89 -0.326
H -0.73 -0.51 -1.87 0.362
C 0.57 -0.21 -0.18 1.494
H -1.57 2.59 -0.49 0.286
N 1.90 -0.26 0.15 -0.526
H -0.03 2.96 -1.30 0.271
H 0.75 -1.31 2.60 0.233
C 0.30 -0.70 -1.59 -1.575
O -0.03 1.36 -0.03 -0.501
H -0.98 -1.65 2.67 0.380
C -0.12 -1.60 2.00 -1.247
O -2.58 0.49 1.02 -0.528
```

The value obtained for the LUMO energy is 0.81 eV. For the total energy, the calculation gives -440.3714 a.u. The value obtained for the energy relative to the best compared isomer or geometry (same formula, charge and spin) is 72.7 kcal per mole.

[3]
Formula: C10H13BrNO5
Source: the Open Molecules 2025 dataset
Level of theory: the ωB97M-V functional and the def2-TZVPD basis

The geometry in XYZ format:
```
30
Properties=species:S:1:pos:R:3:mulliken_charge:R:1
C 0.04 1.27 -0.63 -0.944
H 4.09 2.21 -5.38 0.264
H -1.01 1.10 -0.40 0.244
O 1.45 1.92 -2.41 -0.180
H -3.21 -4.03 4.21 0.377
C -0.62 -2.29 2.86 -0.432
O 1.40 -1.32 2.15 -0.571
C 3.69 3.00 -4.74 -0.712
O 3.10 2.56 -3.59 -0.314
H -4.40 -2.09 3.39 0.319
C 0.18 1.32 -2.15 -0.340
O 1.05 2.16 -4.64 -0.605
C -3.36 -2.16 3.14 -0.504
H 0.21 0.34 -2.64 0.283
H 4.49 3.67 -4.44 0.257
C 1.77 2.22 -3.62 0.710
H -0.67 1.92 -2.47 0.302
C -1.31 -1.17 2.51 0.161
N 0.83 -2.29 2.59 0.963
Br -1.66 1.14 1.09 -0.861
H -0.80 -4.24 3.82 0.397
H -3.19 -0.18 2.35 0.336
H 0.22 2.19 -0.08 0.385
C -1.30 -3.36 3.45 -0.320
H 0.69 0.49 -0.24 0.269
C -2.68 -1.09 2.62 -0.267
C -2.67 -3.27 3.67 -0.484
O 1.43 -3.36 2.83 -0.636
H -0.79 -0.33 2.07 0.575
H 3.06 3.65 -5.35 0.330
```

As for the net charge: -1. The value obtained for the LUMO energy is 2.55 eV. For the total energy, the calculation gives -3393.6844 a.u. The value obtained for the energy relative to the best compared isomer or geometry (same formula, charge and spin) is 93.6 kcal per mole.

[4]
Formula: C38H56O30
Source: the Open Molecules 2025 dataset
Level of theory: the ωB97M-V functional and the def2-TZVPD basis

The geometry in XYZ format:
```
124
Properties=species:S:1:pos:R:3:mulliken_charge:R:1
C 13.75 -11.60 -5.80 -0.551
C 16.29 -17.45 0.61 0.708
H 15.88 -13.41 -5.25 0.386
H 10.42 -25.85 4.77 0.260
C 14.58 -11.91 -4.58 0.517
H 6.29 -13.32 1.20 0.281
H -1.83 -9.77 -4.01 0.274
C 10.65 -26.19 2.68 -0.222
C 15.01 -13.37 -4.60 -1.322
H 3.14 -20.47 1.43 0.251
H 5.69 -14.72 -1.09 0.317
H -2.90 -17.24 -3.52 0.348
O 7.63 -17.26 5.99 -0.327
C 6.40 -9.77 7.33 0.683
H 7.83 -11.01 -6.46 0.299
O 9.60 -16.14 5.76 -0.480
H 1.04 -8.20 -5.91 0.349
H 12.56 -15.52 1.67 0.401
H -4.14 -17.69 -2.27 0.324
H -1.95 -19.36 -4.72 0.249
O 12.65 -10.86 -5.36 -0.292
H 8.99 -25.60 4.00 0.240
C 7.84 -16.28 0.29 0.622
C 14.22 -17.89 1.44 -0.389
H 0.56 -8.05 -3.36 0.257
H -0.33 -9.13 -6.12 0.345
O 6.78 -15.49 0.53 -0.366
H 3.62 -23.21 2.29 0.230
C 5.26 -12.63 8.54 -1.436
O 8.32 -17.21 1.01 -0.604
H 6.57 -19.10 5.79 0.298
H 13.81 -18.31 2.36 0.307
H 4.93 -13.47 7.93 0.380
C 8.74 -20.16 7.71 -1.448
O 10.27 -24.08 3.51 -0.317
O 11.66 -10.71 -3.34 -0.570
H -1.65 -20.83 -3.84 0.292
H 6.75 -18.42 7.38 0.279
H 5.48 -12.91 9.57 0.350
C 2.78 -22.67 -0.37 0.676
O 2.34 -23.06 -1.47 -0.572
C 7.35 -9.72 -8.01 0.390
C 7.25 -18.52 6.42 -0.385
C 10.06 -25.46 3.82 -0.254
C 0.10 -8.43 -5.40 -1.449
H 6.88 -12.26 5.61 0.287
O 13.67 -11.78 -3.59 -0.299
H 5.32 -9.09 -8.52 0.343
O 7.57 -12.03 -8.23 -0.295
H 7.11 -12.42 -0.28 0.314
O -0.45 -10.82 -2.96 -0.313
H 13.13 -15.67 0.00 0.361
H 15.39 -13.74 -3.64 0.328
C 6.46 -12.01 7.86 0.507
H 9.97 -26.79 2.08 0.247
H 13.91 -14.52 0.97 0.358
C 7.62 -11.42 -9.45 0.602
C 0.74 -11.03 -3.47 0.638
O 2.24 -22.96 0.82 -0.324
C 6.36 -13.09 0.14 -1.082
C -0.19 -18.67 -2.37 0.696
C 2.95 -22.45 1.89 -0.307
C -0.99 -9.59 -3.34 -0.406
H 15.44 -11.24 -4.56 0.284
H 7.62 -14.54 -2.32 0.323
O 15.44 -18.39 1.10 -0.333
C 10.73 -24.00 2.25 0.722
O 11.14 -25.16 1.86 -0.346
H -2.93 -19.93 -2.13 0.260
C 8.58 -19.25 6.45 0.477
C 0.27 -8.91 -3.96 0.512
H -4.25 -18.33 -3.85 0.358
O 7.59 -10.03 -9.33 -0.330
O 3.71 -21.69 -0.17 -0.294
H 8.32 -9.31 -7.74 0.293
O 6.26 -10.46 6.20 -0.363
O 9.52 -18.24 6.45 -0.393
O 17.41 -17.66 0.11 -0.602
H 11.61 -26.64 2.94 0.245
C 12.57 -11.14 -4.05 0.589
H 14.27 -11.09 -6.62 0.329
H 5.18 -12.27 6.22 0.242
H -0.45 -7.49 -5.42 0.384
O 1.35 -12.08 -3.32 -0.554
C -1.60 -19.75 -3.76 -0.391
H 6.11 -11.20 -7.00 0.274
H 8.43 -19.71 8.65 0.363
H 5.82 -8.49 -6.96 0.369
H 2.36 -22.12 2.74 0.296
H 4.77 -21.29 1.63 0.304
O 1.25 -9.87 -4.01 -0.329
H 13.50 -18.03 0.63 0.285
H 8.06 -21.00 7.62 0.394
C 7.14 -11.05 -7.31 -0.369
O -1.44 -18.51 -1.84 -0.354
H 13.38 -12.54 -6.21 0.264
H -1.27 -8.95 -2.51 0.291
C 14.53 -16.43 1.58 0.445
O 6.40 -10.70 8.36 -0.364
C 6.56 -14.48 -0.48 0.482
O 10.87 -23.04 1.50 -0.576
C 6.19 -8.75 -7.95 -1.388
C 8.98 -17.08 6.05 0.626
C -3.52 -18.03 -3.10 -1.277
O 8.42 -15.86 -0.88 -0.303
C -2.42 -19.12 -2.65 0.404
O 6.47 -8.58 7.34 -0.520
C 13.44 -15.51 1.03 -1.447
H 8.68 -19.90 5.58 0.252
C 7.85 -14.69 -1.27 -0.624
H 4.45 -11.91 8.49 0.371
H 8.59 -14.00 -0.87 0.367
H 5.40 -12.63 -0.12 0.273
H 14.84 -16.08 2.57 0.246
H 9.75 -20.55 7.82 0.344
H 6.54 -7.83 -8.42 0.352
O -0.24 -19.38 -3.46 -0.314
O 0.85 -18.15 -1.94 -0.598
O 15.65 -16.34 0.72 -0.341
C 3.76 -21.35 1.24 -0.260
H 14.30 -14.05 -5.06 0.338
O 7.68 -12.04 -10.49 -0.540
C 6.18 -11.88 6.36 -0.441
H 7.40 -12.44 8.19 0.305
```

The value obtained for the LUMO energy is 0.03 eV. For the total energy, the calculation gives -3738.7159 a.u. The value obtained for the energy relative to the best compared isomer or geometry (same formula, charge and spin) is 140.1 kcal per mole.